(1)
DFT (the ωB97M-V functional and the def2-TZVPD basis) results for a cluster of 2 separate species, C4H13NS in total in a non-equilibrium geometry.

2S+1	1
F_max	2.01	eV Å⁻¹
SMILES string	CCS.CNC

Last columns: bonded neighbours and bond lengths (Å).
Positions of all 19 atoms, in Å:
1 C 1.821 -0.436 1.670  C2 1.530, H4 1.090, H5 1.088, H6 1.093
2 C 2.102 0.588 0.568  C1 1.530, S3 1.850, H7 1.085, H8 1.082
3 S 3.046 -0.204 -0.813  C2 1.850, H9 1.331
4 H 0.775 -0.461 1.978  C1 1.090
5 H 2.149 -1.428 1.367  C1 1.088
6 H 2.345 -0.191 2.598  C1 1.093
7 H 1.196 1.028 0.164  C2 1.085
8 H 2.823 1.333 0.877  C2 1.082
9 H 2.322 0.107 -1.886  S3 1.331
10 C -1.505 -1.242 -0.738  N11 1.465, H13 1.094, H14 1.088, H15 1.100
11 N -1.815 0.071 -1.307  C10 1.465, C12 1.420, H16 0.996
12 C -2.030 1.125 -0.380  N11 1.420, H17 1.094, H18 1.115, H19 1.091
13 H -0.425 -1.407 -0.676  C10 1.094
14 H -2.131 -1.988 -1.224  C10 1.088
15 H -1.854 -1.225 0.305  C10 1.100
16 H -2.374 0.007 -2.129  N11 0.996
17 H -2.280 2.054 -0.900  C12 1.094
18 H -2.954 0.941 0.216  C12 1.115
19 H -1.210 1.327 0.311  C12 1.091

(2)
DFT (the ωB97M-V functional and the def2-TZVPD basis) results for a cluster of 11 separate species, C32H94N8O11 in total in a non-equilibrium geometry.

2S+1	1
F_max	3.69	eV Å⁻¹
SMILES string	COC[C@H](C)N.COC[C@H](C)N.COC[C@H](C)N.COC[C@H](C)N.COC[C@H](C)N.COC[C@H](C)N.COC[C@H](C)N.COC[C@H](C)N.O.O.O

Last columns: bonded neighbours and bond lengths (Å).
Positions of all 145 atoms, in Å:
1 C 8.222 18.954 12.625  O2 1.415, H7 1.118, H8 1.137, H9 1.081
2 O 9.355 18.117 12.762  C1 1.415, C3 1.357
3 C 9.168 16.954 12.088  O2 1.357, C4 1.502, H10 1.065, H11 1.116
4 C 8.472 15.940 12.949  C3 1.502, C5 1.553, N6 1.464, H12 1.106
5 C 9.342 15.524 14.167  C4 1.553, H13 1.098, H14 1.133, H15 1.112
6 N 8.327 14.670 12.235  C4 1.464, H16 1.008, H17 1.031
7 H 7.332 18.396 13.005  C1 1.118
8 H 8.049 19.196 11.528  C1 1.137
9 H 8.390 19.857 13.195  C1 1.081
10 H 8.663 17.077 11.158  C3 1.065
11 H 10.109 16.442 11.777  C3 1.116
12 H 7.532 16.326 13.385  C4 1.106
13 H 8.777 14.818 14.791  C5 1.098
14 H 9.755 16.404 14.749  C5 1.133
15 H 10.226 14.975 13.778  C5 1.112
16 H 7.751 14.684 11.408  N6 1.008
17 H 9.214 14.298 11.864  N6 1.031
18 C 12.011 19.275 10.053  O19 1.491, H24 1.101, H25 1.056, H26 1.088
19 O 13.419 19.505 9.619  C18 1.491, C20 1.381
20 C 14.212 18.412 9.909  O19 1.381, C21 1.509, H27 1.085, H28 1.093
21 C 15.511 18.479 9.145  C20 1.509, C22 1.531, N23 1.446, H29 1.119
22 C 15.426 18.165 7.649  C21 1.531, H30 1.082, H31 1.092, H32 1.110
23 N 16.440 17.561 9.766  C21 1.446, H33 1.019, H34 1.008
24 H 11.487 20.237 9.947  C18 1.101
25 H 11.939 18.858 11.020  C18 1.056
26 H 11.502 18.576 9.394  C18 1.088
27 H 14.474 18.427 10.961  C20 1.085
28 H 13.711 17.476 9.653  C20 1.093
29 H 15.789 19.558 9.253  C21 1.119
30 H 14.937 17.219 7.457  C22 1.082
31 H 16.468 18.062 7.338  C22 1.092
32 H 14.897 18.903 7.009  C22 1.110
33 H 17.315 17.556 9.244  N23 1.019
34 H 16.772 17.640 10.715  N23 1.008
35 C 9.400 14.981 7.017  O36 1.449, H41 1.116, H42 1.117, H43 1.054
36 O 10.445 15.062 8.018  C35 1.449, C37 1.413
37 C 10.058 14.370 9.188  O36 1.413, C38 1.557, H44 1.081, H45 1.127
38 C 11.324 13.654 9.745  C37 1.557, C39 1.540, N40 1.435, H46 1.094
39 C 11.541 12.350 8.954  C38 1.540, H47 1.098, H48 1.130, H49 1.084
40 N 11.117 13.629 11.164  C38 1.435, H50 0.994, H51 1.049
41 H 9.738 15.259 5.991  C35 1.116
42 H 8.565 15.686 7.246  C35 1.117
43 H 8.969 14.024 6.915  C35 1.054
44 H 9.628 15.035 9.923  C37 1.081
45 H 9.244 13.638 8.919  C37 1.127
46 H 12.159 14.319 9.506  C38 1.094
47 H 11.004 11.449 9.279  C39 1.098
48 H 12.626 12.036 8.975  C39 1.130
49 H 11.438 12.583 7.900  C39 1.084
50 H 11.003 12.764 11.642  N40 0.994
51 H 11.920 14.072 11.673  N40 1.049
52 C 19.143 13.451 13.439  O53 1.385, H58 1.140, H59 1.080, H60 1.133
53 O 18.503 14.560 13.969  C52 1.385, C54 1.405
54 C 17.932 14.351 15.235  O53 1.405, C55 1.570, H61 1.103, H62 1.092
55 C 17.222 15.695 15.627  C54 1.570, C56 1.465, N57 1.502, H63 1.101
56 C 18.178 16.805 15.635  C55 1.465, H64 1.077, H65 1.102, H66 1.122
57 N 16.472 15.533 16.919  C55 1.502, H67 1.085, H68 1.019
58 H 18.855 12.566 14.097  C52 1.140
59 H 20.209 13.608 13.366  C52 1.080
60 H 18.694 13.297 12.411  C52 1.133
61 H 17.188 13.537 15.207  C54 1.103
62 H 18.695 14.164 15.993  C54 1.092
63 H 16.390 15.785 14.913  C55 1.101
64 H 18.669 16.976 14.692  C56 1.077
65 H 18.930 16.527 16.391  C56 1.102
66 H 17.664 17.733 16.000  C56 1.122
67 H 15.978 14.567 16.965  N57 1.085
68 H 17.173 15.415 17.649  N57 1.019
69 C 11.320 20.524 16.747  O70 1.378, H75 1.058, H76 1.058, H77 1.091
70 O 12.196 19.921 17.623  C69 1.378, C71 1.432
71 C 12.206 18.516 17.346  O70 1.432, C72 1.524, H78 1.105, H79 1.092
72 C 13.588 17.991 17.719  C71 1.524, C73 1.520, N74 1.452, H80 1.121
73 C 14.676 18.824 17.061  C72 1.520, H81 1.122, H82 1.091, H83 1.108
74 N 13.674 16.599 17.315  C72 1.452, H84 1.045, H85 0.987
75 H 10.386 20.027 16.777  C69 1.058
76 H 11.677 20.522 15.751  C69 1.058
77 H 11.042 21.517 17.104  C69 1.091
78 H 11.485 17.920 17.934  C71 1.105
79 H 12.021 18.383 16.279  C71 1.092
80 H 13.838 18.045 18.810  C72 1.121
81 H 14.509 18.938 15.957  C73 1.122
82 H 15.709 18.520 17.236  C73 1.091
83 H 14.668 19.827 17.532  C73 1.108
84 H 14.656 16.351 17.057  N74 1.045
85 H 13.337 15.947 17.975  N74 0.987
86 C 19.089 8.647 9.113  O87 1.475, H92 1.055, H93 1.053, H94 1.115
87 O 17.894 9.501 8.979  C86 1.475, C88 1.459
88 C 17.828 10.298 7.758  O87 1.459, C89 1.484, H95 1.121, H96 1.084
89 C 19.035 11.138 7.560  C88 1.484, C90 1.496, N91 1.441, H97 1.123
90 C 19.204 11.954 8.803  C89 1.496, H98 1.097, H99 1.090, H100 1.097
91 N 18.768 11.842 6.331  C89 1.441, H101 1.024, H102 0.977
92 H 19.930 9.131 8.698  C86 1.055
93 H 18.874 7.683 8.747  C86 1.053
94 H 19.285 8.632 10.210  C86 1.115
95 H 17.723 9.603 6.884  C88 1.121
96 H 16.951 10.934 7.745  C88 1.084
97 H 19.955 10.523 7.369  C89 1.123
98 H 19.967 12.734 8.694  C90 1.097
99 H 19.504 11.357 9.664  C90 1.090
100 H 18.289 12.464 9.129  C90 1.097
101 H 19.592 12.255 5.885  N91 1.024
102 H 18.139 12.586 6.399  N91 0.977
103 C 11.053 9.307 12.350  O104 1.441, H109 1.117, H110 1.105, H111 1.103
104 O 11.712 10.568 12.575  C103 1.441, C105 1.411
105 C 12.338 10.641 13.837  O104 1.411, C106 1.575, H112 1.095, H113 1.112
106 C 11.428 11.130 15.027  C105 1.575, C107 1.515, N108 1.516, H114 1.111
107 C 10.883 12.527 14.816  C106 1.515, H115 1.093, H116 1.084, H117 1.095
108 N 12.419 11.208 16.172  C106 1.516, H118 0.993, H119 1.057
109 H 10.222 9.389 11.608  C103 1.117
110 H 10.696 8.909 13.318  C103 1.105
111 H 11.780 8.579 11.952  C103 1.103
112 H 12.764 9.665 14.091  C105 1.095
113 H 13.089 11.451 13.718  C105 1.112
114 H 10.656 10.342 15.156  C106 1.111
115 H 10.467 12.904 15.753  C107 1.093
116 H 10.157 12.562 14.011  C107 1.084
117 H 11.730 13.157 14.524  C107 1.095
118 H 12.768 10.297 16.358  N108 0.993
119 H 11.737 11.417 16.953  N108 1.057
120 C 13.396 15.794 13.561  O121 1.416, H126 1.062, H127 1.069, H128 1.127
121 O 13.682 14.880 12.519  C120 1.416, C122 1.364
122 C 14.954 14.936 12.031  O121 1.364, C123 1.491, H129 1.113, H130 1.133
123 C 15.213 13.848 11.045  C122 1.491, C124 1.549, N125 1.459, H131 1.068
124 C 15.078 12.403 11.587  C123 1.549, H132 1.123, H133 1.078, H134 1.118
125 N 16.529 14.043 10.446  C123 1.459, H135 1.024, H136 1.031
126 H 14.200 15.770 14.256  C120 1.062
127 H 12.494 15.425 14.002  C120 1.069
128 H 13.330 16.877 13.256  C120 1.127
129 H 15.135 15.899 11.505  C122 1.113
130 H 15.737 14.858 12.845  C122 1.133
131 H 14.465 14.030 10.305  C123 1.068
132 H 15.895 12.147 12.313  C124 1.123
133 H 15.118 11.741 10.737  C124 1.078
134 H 14.064 12.384 12.057  C124 1.118
135 H 17.203 13.846 11.192  N125 1.024
136 H 16.636 15.067 10.502  N125 1.031
137 O 18.715 16.207 7.869  H138 0.972, H139 0.945
138 H 17.986 15.582 7.721  O137 0.972
139 H 19.460 15.627 7.913  O137 0.945
140 O 14.443 13.416 16.027  H141 0.971, H142 0.994
141 H 13.866 12.640 16.112  O140 0.971
142 H 13.935 14.267 15.945  O140 0.994
143 O 16.513 13.611 7.663  H144 0.976, H145 0.948
144 H 16.476 13.636 8.638  O143 0.976
145 H 15.679 13.980 7.402  O143 0.948

Calculated values (eV) of energy relative to the best compared isomer or geometry (same formula, charge and spin) for the records, taken in order: 1.012 0.784.